Record 1
C47H62B2N10O7STa as an isolated structure at a distorted geometry. Source: the Open Molecules 2025 dataset; level of theory: ωB97M-V/def2-TZVPD.

Values from the calculation:
E: -92724.6130 eV
ΔE to the lowest compared entry with this formula, charge and spin: 0.0000 eV
Net charge: +1
HOMO energy: -10.514 eV
Multiplicity: 1
LUMO energy: -2.795 eV

Each line ends with the Löwdin charge.
Positions of all 130 atoms, in Å:
1 Ta 0.15 0.11 -0.35  1.843
2 C -1.59 -3.92 -3.44  -0.053
3 C -0.38 -3.40 -2.67  -0.349
4 C 0.81 -4.33 -2.93  -0.046
5 C -0.62 -3.33 -1.19  -0.239
6 C -0.95 -4.45 -0.42  -0.011
7 C -0.85 -4.03 0.89  -0.037
8 N -0.52 -2.74 0.89  -0.016
9 N -0.37 -2.27 -0.39  0.037
10 B -0.06 -1.94 2.10  -0.531
11 N -0.97 -0.76 2.43  -0.025
12 C -1.65 -0.62 3.57  -0.037
13 C -1.97 0.71 3.70  -0.010
14 C -1.43 1.36 2.59  -0.216
15 N -0.85 0.43 1.78  0.023
16 C -1.31 2.88 2.56  -0.327
17 C -1.87 3.50 3.84  -0.071
18 C -1.89 3.66 1.38  -0.060
19 N 1.37 -1.38 1.87  -0.001
20 C 2.44 -1.75 2.58  -0.027
21 C 3.54 -1.07 2.12  0.006
22 C 3.09 -0.28 1.07  -0.217
23 N 1.75 -0.45 0.94  -0.033
24 C 4.09 0.47 0.22  -0.339
25 C 5.06 -0.54 -0.42  -0.045
26 C 3.59 1.45 -0.82  -0.058
27 H -1.32 -4.07 -4.49  0.088
28 H -1.93 -4.88 -3.06  0.088
29 H -2.41 -3.21 -3.40  0.052
30 H -0.17 -2.40 -3.05  0.094
31 H 0.53 -5.36 -2.68  0.088
32 H 1.07 -4.32 -3.99  0.088
33 H 1.68 -4.07 -2.33  0.071
34 H -1.18 -5.44 -0.77  0.122
35 H -0.98 -4.56 1.81  0.133
36 H -0.02 -2.68 3.04  0.129
37 H -1.80 -1.46 4.22  0.133
38 H -2.50 1.16 4.53  0.105
39 H -0.23 3.05 2.57  0.112
40 H -2.93 3.26 3.96  0.083
41 H -1.33 3.18 4.73  0.086
42 H -1.79 4.58 3.77  0.087
43 H -2.98 3.77 1.49  0.087
44 H -1.45 4.65 1.37  0.092
45 H -1.68 3.20 0.42  0.004
46 H 2.33 -2.47 3.38  0.134
47 H 4.55 -1.15 2.47  0.121
48 H 4.68 1.05 0.95  0.142
49 H 4.53 -1.18 -1.13  0.067
50 H 5.84 0.01 -0.96  0.086
51 H 5.54 -1.17 0.32  0.076
52 H 3.01 0.95 -1.60  0.043
53 H 2.97 2.22 -0.38  0.040
54 H 4.44 1.93 -1.30  0.096
55 O -2.87 1.76 -2.76  -0.359
56 S -2.57 1.74 -1.35  1.074
57 O -2.00 0.09 -0.84  -0.298
58 N 0.42 1.84 -0.41  -0.126
59 C 0.66 3.20 -0.43  -0.299
60 C 0.17 4.01 -1.43  -0.020
61 C 0.36 5.40 -1.38  -0.050
62 C 1.04 5.98 -0.36  -0.023
63 C 1.59 5.18 0.67  -0.151
64 C 2.34 5.72 1.74  -0.002
65 C 2.86 4.89 2.69  -0.040
66 C 2.63 3.50 2.56  -0.123
67 N 1.94 2.96 1.59  0.105
68 C 1.41 3.78 0.65  -0.205
69 C -4.14 1.75 -0.51  -0.370
70 C -5.15 2.45 -1.15  -0.069
71 C -6.34 2.68 -0.47  -0.051
72 C -6.49 2.23 0.84  -0.049
73 C -5.45 1.54 1.47  -0.053
74 C -4.27 1.31 0.80  -0.077
75 H -0.37 3.56 -2.25  0.092
76 H -0.06 6.01 -2.18  0.112
77 H 1.19 7.05 -0.32  0.118
78 H 2.50 6.79 1.79  0.122
79 H 3.44 5.26 3.52  0.108
80 H 3.04 2.82 3.30  0.113
81 H -5.01 2.80 -2.16  0.119
82 H -7.14 3.22 -0.95  0.115
83 H -7.41 2.41 1.37  0.114
84 H -5.58 1.18 2.48  0.118
85 H -3.47 0.76 1.28  0.098
86 C 3.33 1.44 -4.67  -0.058
87 C 1.98 1.30 -5.35  -0.153
88 C 1.08 0.17 -4.80  -0.298
89 C -0.17 0.07 -5.68  -0.154
90 C -1.19 -0.97 -5.23  -0.054
91 C 1.87 -1.12 -4.89  -0.412
92 O 2.19 -1.63 -5.93  0.134
93 N 2.29 -1.66 -3.68  0.231
94 C 1.86 -1.31 -2.42  -0.571
95 O 2.28 -1.91 -1.45  0.054
96 N 0.94 -0.28 -2.29  0.004
97 C 0.63 0.53 -3.39  -0.411
98 O -0.05 1.52 -3.23  0.058
99 H 3.84 2.34 -5.01  0.084
100 H 3.98 0.59 -4.87  0.085
101 H 3.22 1.53 -3.58  0.053
102 H 2.12 1.09 -6.41  0.129
103 H 1.40 2.22 -5.27  0.124
104 H 0.17 -0.16 -6.69  0.127
105 H -0.62 1.06 -5.71  0.127
106 H -0.76 -1.97 -5.23  0.068
107 H -2.04 -0.99 -5.90  0.090
108 H -1.58 -0.75 -4.23  0.071
109 H 2.89 -2.47 -3.72  0.169
110 C -4.28 -3.76 -0.26  0.003
111 C -4.70 -2.32 -0.48  -0.416
112 C -5.96 -2.03 0.30  0.011
113 O -3.64 -1.46 0.03  0.165
114 B -2.97 -0.96 -1.04  -0.905
115 O -3.44 -1.35 -2.25  0.167
116 C -4.78 -1.93 -2.00  -0.405
117 C -5.77 -0.82 -2.29  0.012
118 C -5.05 -3.08 -2.95  -0.001
119 H -4.03 -3.90 0.80  0.101
120 H -3.40 -4.01 -0.85  0.068
121 H -5.09 -4.44 -0.52  0.104
122 H -5.83 -2.35 1.34  0.101
123 H -6.81 -2.57 -0.12  0.104
124 H -6.20 -0.96 0.31  0.075
125 H -5.67 0.01 -1.60  0.067
126 H -6.79 -1.19 -2.23  0.103
127 H -5.60 -0.44 -3.30  0.112
128 H -4.39 -3.93 -2.80  0.069
129 H -4.95 -2.73 -3.98  0.106
130 H -6.07 -3.42 -2.81  0.105

Record 2
One molecule with the formula C4H7NO2. Source: the Open Molecules 2025 dataset; level of theory: ωB97M-V/def2-TZVPD.

Values from the calculation:
E: -9844.6867 eV
ΔE to the lowest compared entry with this formula, charge and spin: 2.5930 eV
HOMO energy: -8.959 eV
Multiplicity: 1
LUMO energy: 0.613 eV

Each line ends with the Löwdin charge.
Positions of all 14 atoms, in Å:
1 C -1.14 -0.94 0.87  -0.058
2 C -0.28 -0.33 -0.23  -0.310
3 C -0.51 1.07 -0.67  -0.060
4 O -1.56 1.63 -0.12  0.060
5 C 1.23 -0.44 0.05  -0.522
6 O 1.67 -1.20 0.89  0.060
7 N 2.01 0.35 -0.75  0.145
8 H -1.04 -0.38 1.80  0.088
9 H -2.20 -0.94 0.58  0.080
10 H -0.82 -1.97 1.06  0.083
11 H -0.43 -0.86 -1.18  0.162
12 H -1.49 2.50 -0.53  0.102
13 H 1.56 1.11 -1.24  0.060
14 H 3.00 0.39 -0.54  0.110

Which formula does entry 2 have? C4H7NO2